Run A
# C4H4BrN

C4H4BrN in the gas phase (ωB97M-V/def2-TZVPD, the OMol25 dataset).

XYZ file:
```
10
C4H4BrN, DFT ωB97M-V/def2-TZVPD
C -0.091 0.553 -0.023
C 1.274 -0.096 -0.107
Br 2.770 1.091 -0.006
C 1.382 -1.413 0.138
C 2.586 -2.187 0.096
N 3.500 -2.899 -0.076
H -0.413 0.075 0.930
H -0.165 1.671 -0.118
H -0.898 0.144 -0.790
H 0.516 -2.043 0.196
```

## Properties
E_HOMO   -0.3600 hartree
SMILES   C/C(Br)=C/C#N
HOMO-LUMO gap   9.76 eV

***

Run B
# C4H4BrN

C4H4BrN in the gas phase (ωB97M-V/def2-TZVPD, the OMol25 dataset).

XYZ file:
```
10
C4H4BrN, DFT ωB97M-V/def2-TZVPD
C 0.255 -0.653 0.265
C -0.595 0.590 0.176
Br -2.666 0.035 0.271
C 0.247 1.774 0.954
N 0.745 2.261 -0.186
C -0.420 1.668 -0.748
H 0.023 -1.388 -0.643
H 0.196 -1.223 1.221
H 1.368 -0.336 0.396
H -1.014 2.312 -1.387
```

## Properties
E_HOMO (spin up / spin down)   -0.3548 / -0.3548 hartree
SMILES   C[C@@]1(Br)C2=N[C@H]21
HOMO-LUMO gap (spin up / spin down)   9.33 / 9.33 eV

***

The structure with the greatest stability is run A.

***

Run A
# C4H4BrN

C4H4BrN in the gas phase (ωB97M-V/def2-TZVPD, the OMol25 dataset).

XYZ file:
```
10
C4H4BrN, DFT ωB97M-V/def2-TZVPD
C -0.238 1.436 -0.194
C 0.092 -0.295 -0.038
C -0.129 -0.978 -1.249
N -0.162 -1.471 -2.273
C 0.327 -1.108 0.962
Br 0.536 -0.609 2.792
H 0.479 1.960 -0.873
H -0.284 1.806 0.816
H -1.227 1.401 -0.669
H 0.606 -2.140 0.726
```

## Properties
E_HOMO   -0.3672 hartree
SMILES   C/C(C#N)=C\Br
HOMO-LUMO gap   10.47 eV

***

Run B
# C4H4BrN

2 unconnected molecules or ions with the total composition C4H4BrN (ωB97M-V/def2-TZVPD, the OMol25 dataset).

XYZ file:
```
10
C4H4BrN, DFT ωB97M-V/def2-TZVPD
C 1.515 -1.458 -0.118
C -1.300 -0.758 0.091
C -0.146 -0.109 0.079
C 0.399 1.236 -0.059
N 2.383 -2.206 -0.177
Br -2.905 0.216 -0.019
H -1.535 -1.817 0.243
H 0.576 1.772 1.028
H -0.365 1.971 -0.483
H 1.378 1.154 -0.584
```

## Properties
E_HOMO   -0.3800 hartree
HOMO-LUMO gap   9.38 eV

***

The structure with the greatest stability is run A.

***

Run A
# C13H23ClEuNO4P

A molecular structure, C13H23ClEuNO4P (ωB97M-V/def2-TZVPD, the OMol25 dataset).

XYZ file:
```
44
C13H23ClEuNO4P, DFT ωB97M-V/def2-TZVPD
C -3.847 -1.787 -2.109
C -3.257 -2.414 -1.004
C -1.989 -1.979 -0.516
C -1.330 -1.028 -1.273
C -1.935 -0.296 -2.278
C -3.191 -0.717 -2.746
C -1.410 -2.537 0.797
C 0.132 -2.818 0.958
N 0.700 -3.636 -0.057
Eu 0.111 -0.271 0.521
C -1.198 0.907 -2.818
P 0.539 0.660 -2.216
H -3.756 -3.241 -0.477
H -3.604 -0.224 -3.623
H -4.824 -2.127 -2.466
H -1.564 1.856 -2.377
H -1.191 0.983 -3.915
H -1.746 -1.928 1.677
H -1.866 -3.535 0.937
H 1.008 -2.050 1.106
C 1.251 2.186 -2.863
C 1.145 -0.525 -3.463
H 0.252 -3.334 1.937
C 0.204 -3.892 -1.380
C 1.966 -4.207 0.336
H 2.610 0.078 0.652
H 0.792 -4.756 -1.759
H -0.872 -4.138 -1.395
H 0.357 -3.042 -2.077
H 2.148 -5.138 -0.233
H 2.808 -3.512 0.150
H 1.948 -4.391 1.423
H 1.078 -0.054 -4.450
H 2.203 -0.723 -3.242
H 0.596 -1.473 -3.456
H 0.962 2.253 -3.919
H 0.855 3.035 -2.289
H 2.342 2.122 -2.775
H 2.716 -0.597 0.222
O 0.688 1.048 2.355
Cl -0.317 2.161 2.077
O -0.953 2.510 3.305
O 0.371 3.224 1.393
O -1.322 1.550 1.133
```

## Properties
E_HOMO (spin up / spin down)   -0.2484 / -0.2633 hartree
2S+1   8
HOMO-LUMO gap (spin up / spin down)   7.11 / 7.49 eV
<S²>   15.76

***

Run B
# C13H23ClEuNO4P

A molecular structure, C13H23ClEuNO4P (ωB97M-V/def2-TZVPD, the OMol25 dataset).

XYZ file:
```
44
C13H23ClEuNO4P, DFT ωB97M-V/def2-TZVPD
C 0.509 3.297 -2.362
C -0.769 2.844 -2.044
C -0.971 1.855 -1.040
C 0.126 1.410 -0.322
C 1.411 1.816 -0.649
C 1.600 2.790 -1.656
C -2.355 1.310 -0.720
C -2.502 -0.207 -0.392
N -2.727 -1.020 -1.584
Eu -0.574 0.322 1.803
C 2.550 1.086 0.058
P 1.977 -0.633 0.449
H -1.619 3.237 -2.599
H 2.603 3.127 -1.912
H 0.662 4.031 -3.163
H 2.787 1.530 1.042
H 3.482 1.040 -0.520
H -2.792 1.861 0.142
H -3.040 1.522 -1.556
H -1.637 -0.694 0.173
C 3.448 -1.430 1.269
C 2.154 -1.341 -1.251
H -3.400 -0.320 0.236
C -1.561 -1.115 -2.446
C -3.261 -2.333 -1.242
H -0.323 -1.836 3.160
H -1.824 -1.717 -3.325
H -1.231 -0.120 -2.761
H -0.703 -1.602 -1.938
H -3.487 -2.897 -2.155
H -2.552 -2.929 -0.636
H -4.177 -2.209 -0.651
H 3.175 -1.303 -1.665
H 1.837 -2.392 -1.233
H 1.495 -0.794 -1.936
H 4.414 -1.359 0.740
H 3.593 -0.996 2.270
H 3.251 -2.503 1.416
H 0.033 -2.182 2.530
O -0.253 -1.239 5.435
Cl 0.072 0.158 5.359
O -0.984 0.989 5.852
O 1.345 0.434 5.968
O 0.218 0.512 3.853
```

## Properties
E_HOMO (spin up / spin down)   -0.2769 / -0.2838 hartree
2S+1   8
HOMO-LUMO gap (spin up / spin down)   7.20 / 7.41 eV
<S²>   15.76

***

The structure with the greatest stability is run B.